Entry from the Open Molecules 2025 dataset: a molecular structure, C7H10S in a non-equilibrium geometry (ωB97M-V with the def2-TZVPD basis set).

Structure (XYZ):
```
18
Properties=species:S:1:pos:R:3:forces:R:3
C -1.67556 0.12613 -0.15390 2.597 -1.282 -1.123
C -0.57168 1.08727 0.24213 1.694 -0.097 1.031
C 0.84432 1.25530 -0.54747 -1.661 1.451 3.285
C 1.39652 -0.18111 -0.62366 2.847 3.475 -2.130
C 0.45957 -1.27068 -0.55669 -3.579 -0.163 -0.768
C -0.80121 -1.04439 0.30288 -0.294 0.866 1.445
C -0.42969 0.00382 1.42544 -3.006 -0.660 0.734
H -0.75030 2.06572 0.57961 -1.212 1.203 0.338
H 0.72148 1.87589 -1.45819 -0.064 -1.000 0.149
H 1.41517 2.07152 0.19021 -1.016 -2.560 -1.735
H 2.24662 -0.27485 0.02517 0.281 -0.146 0.582
H 1.83944 -0.10416 -1.63508 0.258 -0.919 0.319
H 0.93749 -2.18886 -0.33323 0.248 -1.005 0.120
H -0.10998 -1.29224 -1.48418 0.838 -0.878 -0.871
H -1.29755 -1.99122 0.54355 -0.012 0.345 -0.013
H 0.51361 -0.37469 1.88178 -0.641 1.247 0.334
H -1.52846 0.15034 2.12613 3.938 -0.463 -1.421
S -3.20978 0.08622 -0.52449 -1.216 0.585 -0.277
```
Forces are in eV/Å.

Output
Net charge   0
HOMO energy   -8.31 eV
LUMO energy   0.33 eV
Frontier orbital gap   8.64 eV
Energy above the lowest of the compared OMol25 structures with the same formula, charge and spin   3.426 eV
Molar mass   126.2 g/mol
Spin multiplicity   1